The following is a quantum chemistry calculation of a structure of composition C14H34BCoO5 at a distorted geometry, from the OMol25 dataset.

```
55
Properties=species:S:1:pos:R:3:forces:R:3:lowdin_spin:R:1
Co -0.2436 -0.5042 -0.5831 1.33 -1.13 1.64 2.82
C -1.6882 -3.2649 -2.1510 0.57 -0.05 1.16 0.08
O -0.8202 -2.4499 -1.4083 -0.31 -0.13 -0.62 0.80
H -2.6037 -3.5069 -1.6110 -0.22 0.31 0.12 0.01
H -1.9537 -2.7193 -3.0565 0.08 0.09 -0.20 0.04
H -1.1864 -4.2072 -2.3710 0.14 0.05 -0.42 0.01
C 2.6679 -1.7013 1.0018 -0.85 0.14 -1.13 0.01
O 1.4498 -1.5075 0.3546 -1.08 0.28 -0.23 0.07
H 3.4660 -1.1557 0.4984 0.47 0.63 0.20 0.00
H 2.6382 -1.4759 2.0679 0.08 0.36 0.37 0.00
H 3.0312 -2.7270 0.9389 -0.19 -0.61 0.00 0.00
B -1.8973 0.7273 -1.2773 -0.33 0.80 0.01 0.05
H -2.0817 0.5084 -0.2370 -1.11 -0.67 3.80 0.01
H -0.9591 1.2587 -1.3199 3.24 2.45 -0.39 0.00
H -1.7676 -0.2145 -1.7876 0.33 -3.96 -2.41 0.02
H -2.6606 1.3273 -1.7481 -2.80 1.91 -1.58 0.01
C 1.3691 3.2232 1.8362 1.21 -0.86 0.10 0.00
C -0.0135 3.0489 2.3543 -1.26 0.06 0.59 0.00
C -0.7316 2.2720 1.2686 1.43 -0.04 0.81 0.00
O 0.3617 1.4577 0.7525 -0.10 -1.03 -0.75 0.01
C 1.6531 1.7470 1.3446 -0.86 1.65 -0.12 0.00
H 2.0629 3.5970 2.5892 0.09 -0.16 0.01 0.00
H 1.3702 3.9361 1.0116 0.18 -0.20 -0.28 0.00
H -0.5852 3.9438 2.6000 0.29 0.19 0.11 0.00
H 0.0292 2.4065 3.2339 -0.05 0.10 0.28 0.00
H -1.1502 2.9353 0.5117 0.09 -0.35 -0.28 0.00
H -1.4983 1.6423 1.7201 -0.05 -0.15 -0.45 0.00
H 2.4684 1.6551 0.6270 -0.38 0.24 -0.57 0.00
H 1.9437 0.9969 2.0801 -0.50 0.21 0.59 0.00
C -2.2252 -0.9129 3.3972 0.28 0.08 -0.12 0.00
C -3.3767 -0.9518 2.3676 0.22 0.15 0.19 0.00
C -2.7151 -1.6712 1.2164 -0.47 0.56 -1.14 0.00
O -1.3847 -1.1400 1.2105 -0.88 -0.44 -1.17 0.02
C -0.9477 -1.2236 2.5259 -0.22 -0.11 1.24 0.00
H -2.3819 -1.6752 4.1604 0.20 0.03 0.04 0.00
H -2.1371 0.0542 3.8921 -0.09 -0.02 0.01 0.00
H -3.6515 0.0515 2.0422 0.21 0.09 -0.10 0.00
H -4.3183 -1.4030 2.6807 0.24 -0.28 0.29 0.00
H -3.2110 -1.4253 0.2774 0.32 0.14 -0.16 0.00
H -2.7190 -2.7597 1.2736 0.28 -0.19 0.45 0.00
H -0.0986 -0.5464 2.6179 -0.11 -0.05 0.26 0.00
H -0.6321 -2.2493 2.7169 0.31 -0.05 0.14 0.00
C 2.8888 1.1148 -2.9056 -0.13 -1.06 -0.83 0.00
C 2.5672 -0.0821 -3.8593 0.39 0.36 0.04 0.00
C 1.5227 -0.8785 -3.1196 1.12 -0.16 0.31 0.00
O 0.9584 0.0400 -2.1743 -0.51 -0.69 -0.20 0.03
C 1.5253 1.3279 -2.3171 -0.03 1.00 -0.16 0.00
H 3.2217 1.9816 -3.4765 0.23 -0.03 0.27 0.00
H 3.5798 0.8197 -2.1160 0.23 0.08 -0.19 0.00
H 3.3884 -0.7660 -4.0736 0.25 0.41 -0.18 0.00
H 2.1245 0.2719 -4.7903 0.29 0.22 -0.10 0.00
H 2.0330 -1.6667 -2.5661 -0.41 -0.13 0.29 0.00
H 0.8511 -1.3283 -3.8509 -0.70 0.21 0.48 0.00
H 1.5449 1.8521 -1.3616 -0.21 -0.31 0.02 0.00
H 0.9224 1.9168 -3.0083 -0.26 0.06 -0.02 0.00
```
Forces are in eV/Å.

Calculated values
⟨S²⟩: 6.011
multiplicity: 5
E_LUMO (spin up / spin down): 0.719 / -2.013 eV
Kohn-Sham gap (spin up / spin down): 8.04 / 5.19 eV
energy: -63602.907 eV

***

The following is a quantum chemistry calculation of a structure of composition C14H34BrN6O10PSi at a distorted geometry, from the OMol25 dataset.

```
67
Properties=species:S:1:pos:R:3:forces:R:3:mulliken_charge:R:1
C 1.0879 2.0270 -1.8541 -0.02 -0.31 0.37 -0.63
Si 2.0035 0.4245 -2.1249 -0.24 0.53 -0.23 0.58
C 2.2648 0.1577 -3.9547 0.00 0.00 0.26 -1.19
C 3.6582 0.5317 -1.2528 0.00 -0.35 0.06 -0.95
O 1.0399 -0.7879 -1.4988 0.48 -0.10 0.35 -0.39
C 1.6096 -2.0807 -1.2940 -0.38 -0.26 -0.07 -0.75
C 1.0553 -2.7453 -0.0215 0.33 0.00 -0.10 -0.04
C 2.0610 -2.7628 1.1414 0.08 -0.14 -0.20 -0.55
O 1.4857 -2.4312 2.4088 -0.07 0.03 0.03 -0.44
C 1.5360 -1.0990 2.8110 -0.23 0.03 0.00 0.16
Br 0.8617 -1.0903 4.6481 0.00 0.03 0.05 -0.14
P 3.2915 -0.5279 3.0637 0.57 -0.48 0.14 0.55
O 4.1460 -1.4902 3.7948 -0.20 0.10 -0.21 -0.70
C 0.6690 -0.1627 1.9427 0.11 0.47 0.20 1.55
N 1.0402 1.2373 2.2030 0.09 -0.30 -0.04 -0.51
O -0.6678 -0.4061 2.2738 0.02 -0.13 -0.24 -0.26
C -1.6661 -0.0352 1.3311 -0.23 0.10 -0.05 1.34
C -2.6052 -1.2256 1.0838 -0.19 -0.19 0.14 -1.30
O -2.2757 -1.8842 -0.1473 0.30 0.20 -0.31 -0.16
N -3.3788 -1.7705 -1.0743 -0.36 0.38 0.30 0.14
O -3.0972 -1.1640 -2.0195 0.33 -0.36 -0.05 -0.29
C -2.4603 1.1747 1.8411 -0.23 0.27 -0.10 -0.72
C -3.4098 0.8531 2.9772 -1.82 0.15 -0.04 0.38
O -4.6183 1.0288 2.9032 2.17 -0.51 0.12 -0.57
O -2.8498 0.2478 4.0573 -0.77 0.43 0.14 -0.47
H 1.7930 2.8105 -1.5799 -0.03 0.11 -0.20 0.25
H 0.5237 2.3451 -2.7304 -0.01 0.04 0.02 0.37
H 0.3971 1.9262 -1.0109 -0.10 -0.03 -0.06 0.07
H 1.2891 -0.0045 -4.4212 0.12 -0.02 -0.08 0.31
H 2.9164 -0.6937 -4.1599 -0.04 0.02 -0.11 0.32
H 2.7100 1.0620 -4.3798 0.01 -0.11 -0.07 0.30
H 4.2939 -0.3311 -1.4716 0.06 0.11 -0.03 0.36
H 3.5707 0.5876 -0.1646 -0.07 0.09 -0.04 0.07
H 4.1703 1.4356 -1.5894 0.01 -0.03 -0.02 0.45
H 2.7023 -2.0141 -1.2307 0.02 -0.02 0.02 0.37
H 1.3899 -2.7111 -2.1619 -0.06 0.12 0.00 0.35
H 0.7529 -3.7629 -0.2737 -0.04 0.01 0.16 0.56
H 0.1646 -2.2201 0.3088 -0.17 -0.04 -0.20 -0.25
H 2.4794 -3.7613 1.2781 -0.04 0.08 0.04 0.42
H 2.9046 -2.1107 0.8963 -0.01 0.11 0.16 0.24
H 3.7422 -0.2883 1.7444 -0.10 0.22 0.04 -0.06
H 3.2009 0.7494 3.6171 -0.17 0.08 -0.02 0.10
H 0.8527 -0.3900 0.8889 0.01 -0.17 -0.04 -1.15
H 1.6827 1.5618 1.4891 -0.02 0.11 -0.07 0.26
H 0.2271 1.8316 2.1575 -0.05 0.05 0.04 0.31
H -1.2262 0.2343 0.3665 0.18 -0.02 0.03 -0.23
H -3.6457 -0.8897 1.0325 0.03 -0.01 0.02 0.65
H -2.5198 -1.9336 1.9089 0.07 0.00 -0.02 0.34
H -1.7881 1.9783 2.1520 0.03 -0.05 0.01 0.31
H -3.0764 1.5672 1.0285 0.07 -0.01 0.07 0.34
H -2.0683 0.7248 4.3558 0.50 -0.31 -0.25 0.36
C -6.7185 -4.9455 -0.5460 -0.02 0.01 0.00 0.56
O -6.8203 -6.0606 -0.0689 0.01 0.06 -0.03 -0.63
N -7.8121 -4.1925 -0.8894 0.07 -0.03 0.00 -0.36
N -5.5068 -4.3509 -0.7781 -0.07 -0.04 -0.02 -0.28
H -7.7506 -3.2728 -1.2803 0.02 0.02 0.00 0.17
H -8.7136 -4.5984 -0.7301 -0.03 -0.03 0.02 0.21
H -4.6885 -4.8738 -0.5324 0.02 -0.03 0.03 0.16
H -5.3982 -3.4334 -1.1647 0.00 0.04 0.04 0.18
C 2.9926 6.0077 -1.8923 0.01 0.00 -0.01 0.56
O 2.6225 4.8452 -1.8486 0.10 0.15 0.02 -0.58
N 2.1107 7.0490 -1.9774 0.06 -0.04 0.01 -0.39
N 4.3146 6.3563 -1.8614 -0.09 -0.01 0.00 -0.38
H 2.3902 8.0098 -2.0160 0.02 0.02 0.00 0.16
H 1.1355 6.8216 -2.0047 -0.03 -0.02 -0.01 0.21
H 4.9835 5.6132 -1.8014 0.02 -0.04 0.00 0.21
H 4.6386 7.3031 -1.8978 -0.01 0.03 0.00 0.16
```
Forces are in eV/Å.

Calculated values
E_LUMO: -0.602 eV
Kohn-Sham gap: 9.12 eV
energy: -131693.935 eV

***

The following is a quantum chemistry calculation of a cluster of 4 separate species, C14H34ClO2 in total at a distorted geometry, from the OMol25 dataset.

```
51
Properties=species:S:1:pos:R:3:forces:R:3:mulliken_charge:R:1
Cl -233.9902 -4.1136 76.5505 -1.37 1.64 0.59 -0.79
C -232.3136 -6.1119 76.1483 -1.13 -3.17 -2.80 -1.06
C -231.7127 -7.4975 75.6030 -7.59 1.04 2.44 -0.90
C -231.3174 -8.3248 76.7361 -6.27 1.21 3.06 -0.13
C -230.8518 -9.5218 76.3652 2.98 -9.46 -4.10 -0.45
C -230.3747 -10.5461 77.5281 4.40 8.32 -3.30 -1.64
H -232.6962 -5.5410 75.2543 0.45 -0.70 1.30 0.39
H -231.5413 -5.5837 76.5916 1.24 1.26 1.17 0.42
H -233.1650 -6.3507 76.8461 1.17 0.44 -0.84 -0.05
H -230.8800 -7.3435 75.0808 2.96 0.46 -3.04 0.64
H -232.6346 -8.0066 75.1429 1.63 0.61 -0.47 0.28
H -231.9879 -8.5521 77.6942 0.88 1.54 -1.96 0.12
H -230.4936 -7.8784 76.8969 5.78 3.91 3.49 0.35
H -229.9961 -9.4553 75.5349 -0.99 0.08 1.98 0.24
H -231.5709 -10.0387 75.6376 0.22 -0.06 1.29 0.31
H -231.0014 -10.8730 78.1519 -5.52 -2.14 4.79 0.54
H -229.4926 -10.0747 78.1066 -1.42 -0.36 -0.67 0.27
H -229.9505 -11.2816 77.0640 2.41 -4.70 -2.75 0.56
C -236.0384 -6.9664 78.0367 -2.13 -0.87 -5.48 -1.42
C -235.6109 -8.3783 77.2764 -2.31 1.94 6.46 -0.56
C -235.9409 -9.5689 78.2813 -1.36 7.00 4.82 -0.01
C -235.7438 -10.7941 77.7653 -2.46 3.20 -10.95 -1.40
C -236.9545 -11.2658 76.8096 6.63 -0.90 -1.30 -1.37
H -236.1346 -6.0028 77.3275 0.44 -2.41 1.34 0.27
H -235.4265 -6.7119 78.7976 2.27 0.57 2.40 0.44
H -237.0104 -7.2370 78.4164 -0.53 0.37 0.34 0.56
H -234.6294 -8.2963 77.0718 3.76 -0.17 -0.27 -0.04
H -236.0285 -8.5008 76.3772 -2.36 -0.34 -3.30 0.67
H -236.9833 -9.4926 78.8928 1.87 0.27 -1.75 0.25
H -235.2330 -9.5452 79.1647 -0.36 0.87 -0.67 0.21
H -235.8699 -11.4611 78.3301 0.18 -9.71 8.69 0.80
H -234.9409 -10.6723 77.1410 2.66 -1.11 -1.21 0.38
H -237.7121 -11.4736 77.3908 -4.35 -0.76 2.69 0.44
H -236.5110 -12.2186 76.4209 -0.89 0.61 -0.23 0.28
H -237.0588 -10.5641 76.0612 -0.88 1.25 -1.69 0.43
C -235.6721 -2.2896 80.2616 -1.20 2.34 1.84 -1.01
O -236.9665 -2.7442 80.0618 0.21 -1.79 -0.61 -0.42
C -236.9765 -4.1155 79.4486 10.88 6.54 -1.57 -0.04
C -238.1190 -4.2444 78.9097 -12.71 -4.50 -5.15 -0.16
O -238.4836 -3.2764 77.8305 1.35 -1.26 1.98 -0.33
C -239.8084 -3.3747 77.4648 1.34 3.94 -1.62 -1.06
H -235.7401 -1.2930 80.8265 0.30 -1.81 0.07 0.25
H -235.1435 -2.0074 79.4456 0.73 1.25 -3.82 0.43
H -234.9530 -3.0114 80.5116 0.66 -1.42 2.10 0.39
H -236.7293 -4.7537 80.1639 1.10 -3.12 2.90 0.69
H -236.2555 -4.2400 78.4500 -0.43 1.01 2.84 -0.21
H -238.8821 -4.4366 79.7519 -0.16 1.30 -1.33 0.19
H -238.1274 -5.3298 78.4320 -0.16 1.93 0.53 0.14
H -240.0331 -2.9703 76.4649 0.92 0.22 -0.02 0.29
H -240.4615 -2.8312 78.0582 -1.19 1.24 1.84 0.36
H -240.1726 -4.2735 77.3915 -1.65 -5.63 -0.04 0.47
```
Forces are in eV/Å.

Calculated values
total charge: -1
E_LUMO: 2.920 eV
Kohn-Sham gap: 6.50 eV
energy: -31676.195 eV

***

The following is a quantum chemistry calculation of a structure of composition C14H34CrNO14S4 at a distorted geometry, from the OMol25 dataset.

```
68
Properties=species:S:1:pos:R:3:forces:R:3:lowdin_spin:R:1
Cr -3.0105 0.7129 1.0929 1.91 -0.11 -1.78 2.94
O -6.1004 -1.6002 0.0561 0.61 0.53 0.52 0.01
C -5.0939 -0.8403 0.4219 3.58 4.86 -0.04 0.01
O -4.4280 -0.8616 1.4740 -1.10 -4.01 3.64 0.05
O -4.6451 0.2020 -0.1917 -0.92 0.10 -3.06 -0.02
H -6.2881 -1.9085 0.9457 -0.94 -1.25 0.32 0.00
O -1.3497 1.9117 4.5380 0.46 -0.23 -0.56 0.00
C -1.8376 1.4826 3.3791 -2.03 0.97 -1.36 0.01
O -2.6440 0.5730 3.2518 -2.32 -4.52 2.74 0.03
O -1.7664 2.0919 2.3056 2.69 2.87 -2.74 -0.02
H -1.7530 1.3165 5.1741 -0.01 -0.19 0.55 0.00
O 0.0302 -0.9506 -0.8125 -1.36 0.65 0.68 0.00
C -1.0392 -0.4100 -0.2145 -1.90 0.32 2.28 0.00
O -1.4987 -0.7819 0.9456 0.91 -0.62 -0.03 -0.04
O -1.7154 0.5220 -0.6610 0.22 1.34 -2.22 -0.01
H 0.4104 -1.4532 -0.0883 0.78 -0.51 0.18 0.00
C -0.1934 1.2395 -6.1543 0.68 0.72 -0.59 0.00
S -1.2284 -0.1635 -5.7860 1.65 -1.57 -1.03 0.00
O -0.4655 -1.2803 -6.5962 -1.66 2.11 2.30 0.00
C -0.7820 -0.2118 -3.9797 -0.23 -0.69 -0.50 0.00
H 0.7817 1.0317 -5.7139 0.03 0.03 -0.08 0.00
H -0.5081 2.2487 -5.8889 -0.47 -0.24 0.54 0.00
H -0.0820 1.2808 -7.2379 -0.01 -0.35 -0.01 0.00
H -1.4279 -0.9793 -3.5533 0.25 -0.13 0.05 0.00
H -0.9776 0.6973 -3.4110 -0.19 0.23 -0.50 0.00
H 0.2731 -0.4643 -3.8740 -0.06 -0.17 -0.13 0.00
C 1.6974 -5.6632 -0.9864 -1.00 1.32 0.14 0.00
S 3.0019 -4.4122 -0.7078 2.21 -2.79 -1.65 0.00
O 4.2745 -5.2247 -1.1697 -2.40 2.30 0.93 0.00
C 2.4893 -3.2018 -2.0074 -0.75 -0.18 1.00 0.00
H 0.7771 -5.0911 -0.8690 -0.32 0.06 -0.14 0.00
H 1.6102 -6.4293 -0.2159 0.79 -0.02 -0.16 0.00
H 1.7174 -6.0354 -2.0107 0.38 -0.14 0.20 0.00
H 1.4496 -2.9395 -1.8115 -0.34 -0.40 0.18 0.00
H 2.5063 -3.5813 -3.0290 0.68 0.13 0.13 0.00
H 2.9580 -2.2541 -1.7423 0.74 -0.22 -0.62 0.00
C -1.5286 3.6057 -1.9012 0.58 -0.61 -0.40 0.00
S -3.2576 3.3934 -1.3505 1.00 0.49 2.15 0.01
O -3.2280 2.5360 -0.0666 -0.27 1.51 -1.20 0.02
C -3.3920 5.1467 -0.6528 0.05 -0.52 -0.47 0.00
H -0.7838 3.7075 -1.1119 -0.54 0.24 0.49 0.00
H -1.4262 4.4367 -2.5990 -0.42 0.18 0.13 0.00
H -1.1815 2.7267 -2.4445 -0.48 -0.23 0.02 0.00
H -3.1485 5.9792 -1.3129 -0.09 -0.49 -0.81 0.00
H -2.6406 5.2606 0.1286 -0.48 -0.53 0.47 0.00
H -4.4405 5.2656 -0.3798 0.27 -0.10 0.51 0.00
C 3.0612 1.8861 2.3942 -0.90 -0.19 -0.61 0.00
S 3.4276 1.4321 0.5987 -0.73 -0.49 0.05 0.00
O 2.8445 0.0294 0.4559 0.32 1.73 0.15 0.00
C 2.3456 2.6246 -0.3603 -0.31 0.68 0.46 0.00
H 3.6398 1.1711 2.9791 0.05 0.02 -0.18 0.00
H 1.9984 1.7113 2.5611 -0.10 -0.45 -0.21 0.00
H 3.1842 2.8966 2.7839 0.70 0.16 -0.67 0.00
H 1.3188 2.6655 0.0032 -0.04 -0.51 0.13 0.00
H 2.3353 2.5330 -1.4464 0.22 -1.19 0.08 0.00
H 2.6797 3.6612 -0.3160 0.61 0.02 0.82 0.00
C 3.3641 -2.4100 4.0747 -0.02 0.87 -0.09 0.00
O 4.1441 -2.1059 4.9474 0.42 -0.21 0.50 0.00
N 2.1803 -1.7948 3.8878 -2.88 0.36 -0.77 0.00
C 1.1978 -2.2061 2.8414 1.05 0.29 1.59 0.00
C 1.5226 -0.8670 4.8462 1.86 -0.50 0.15 0.00
H 3.6038 -3.1398 3.2859 -0.13 -0.13 0.00 0.00
H 1.7090 -2.8680 2.1424 -0.29 0.33 -0.39 0.00
H 0.7965 -1.2523 2.4989 0.03 -0.37 -0.91 0.00
H 0.3759 -2.7227 3.3371 -0.10 -0.25 -0.14 0.00
H 0.8065 -1.3798 5.4884 0.16 -0.23 0.12 0.00
H 2.3667 -0.4668 5.4077 -0.36 0.09 0.50 0.00
H 0.9826 -0.0283 4.4070 0.22 -0.18 -0.66 0.00
```
Forces are in eV/Å.

Calculated values
⟨S²⟩: 3.798
multiplicity: 4
E_LUMO (spin up / spin down): -1.559 / -0.159 eV
Kohn-Sham gap (spin up / spin down): 7.26 / 8.66 eV
energy: -116983.006 eV